Entry from the Open Molecules 2025 dataset: 14 unconnected molecules or ions with the total composition C30H84F3O15 at a distorted geometry (wB97M-V/def2-TZVPD).

The value obtained for the maximum force is 2.35 eV/A. The LUMO energy comes out at 2.006 eV. Its charge is -1. Its spin multiplicity is 1. For the HOMO energy, the calculation gives -6.39 eV. As for the energy above the lowest of the compared OMol25 structures with the same formula, charge and spin: 0.00 kJ/mol. For the HOMO-LUMO gap, the calculation gives 8.40 eV.

Last columns: bonded neighbours and bond lengths (Å).
Positions of all 132 atoms, in Å:
1 C -0.523 -1.500 -0.141  O2 1.432, O3 1.357, C4 1.554, H15 1.099
2 O 0.244 -0.437 0.436  C1 1.432, C8 1.421
3 O -1.844 -1.276 0.074  C1 1.357
4 C -0.101 -1.773 -1.611  C1 1.554, F5 1.356, F6 1.342, F7 1.346
5 F 1.203 -1.461 -1.811  C4 1.356
6 F -0.195 -3.080 -1.901  C4 1.342
7 F -0.798 -1.095 -2.542  C4 1.346
8 C 0.135 0.837 -0.183  O2 1.421, C9 1.506, H13 1.093, H14 1.097
9 C 1.130 1.783 0.435  C8 1.506, H10 1.091, H11 1.090, H12 1.091
10 H 0.868 2.018 1.468  C9 1.091
11 H 2.100 1.289 0.371  C9 1.090
12 H 1.224 2.699 -0.149  C9 1.091
13 H -0.879 1.241 -0.228  C8 1.093
14 H 0.421 0.779 -1.240  C8 1.097
15 H -0.157 -2.362 0.435  C1 1.099
16 C -3.685 -2.839 -4.931  C17 1.506, H19 1.092, H20 1.094, H21 1.090
17 C -3.345 -2.979 -3.470  C16 1.506, O18 1.412, H22 1.092, H23 1.095
18 O -4.450 -3.575 -2.825  C17 1.412, H24 0.971
19 H -3.755 -3.798 -5.450  C16 1.092
20 H -2.901 -2.257 -5.424  C16 1.094
21 H -4.630 -2.332 -5.125  C16 1.090
22 H -3.162 -1.991 -3.044  C17 1.092
23 H -2.472 -3.621 -3.314  C17 1.095
24 H -4.191 -3.734 -1.903  O18 0.971
25 C -0.397 -3.843 2.881  C26 1.524, H28 1.088, H29 1.092, H30 1.093
26 C -0.344 -4.235 4.353  C25 1.524, O27 1.424, H31 1.092, H32 1.093
27 O 0.539 -5.339 4.525  C26 1.424, H33 0.962
28 H -0.719 -4.657 2.234  C25 1.088
29 H 0.595 -3.520 2.557  C25 1.092
30 H -1.113 -3.024 2.779  C25 1.093
31 H -1.351 -4.536 4.651  C26 1.092
32 H -0.094 -3.370 4.972  C26 1.093
33 H 1.418 -4.955 4.599  O27 0.962
34 C -5.171 1.876 -1.932  C35 1.504, H37 1.093, H38 1.093, H39 1.091
35 C -3.791 1.331 -1.684  C34 1.504, O36 1.401, H40 1.097, H41 1.098
36 O -3.836 -0.058 -1.508  C35 1.401, H42 0.972
37 H -5.819 1.799 -1.056  C34 1.093
38 H -5.739 1.295 -2.665  C34 1.093
39 H -5.166 2.915 -2.265  C34 1.091
40 H -3.404 1.861 -0.804  C35 1.097
41 H -3.139 1.570 -2.534  C35 1.098
42 H -3.026 -0.327 -1.042  O36 0.972
43 C -0.988 3.719 -1.997  C44 1.517, H46 1.092, H47 1.092, H48 1.090
44 C -1.772 4.667 -2.883  C43 1.517, O45 1.427, H49 1.094, H50 1.089
45 O -1.537 6.028 -2.520  C44 1.427, H51 0.961
46 H 0.087 3.890 -2.083  C43 1.092
47 H -1.202 2.716 -2.371  C43 1.092
48 H -1.220 3.835 -0.938  C43 1.090
49 H -2.843 4.480 -2.759  C44 1.094
50 H -1.511 4.528 -3.932  C44 1.089
51 H -2.013 6.168 -1.697  O45 0.961
52 C 0.987 0.559 4.715  C53 1.532, H55 1.090, H56 1.089, H57 1.093
53 C 0.820 -0.437 3.562  C52 1.532, O54 1.420, H58 1.094, H59 1.091
54 O -0.561 -0.399 3.236  C53 1.420, H60 0.967
55 H 0.248 0.331 5.484  C52 1.090
56 H 0.859 1.595 4.404  C52 1.089
57 H 1.989 0.446 5.135  C52 1.093
58 H 1.007 -1.472 3.863  C53 1.094
59 H 1.433 -0.120 2.716  C53 1.091
60 H -0.668 -0.676 2.315  O54 0.967
61 C 1.706 -5.258 -3.401  C62 1.521, H64 1.093, H65 1.089, H66 1.090
62 C 1.468 -5.463 -4.890  C61 1.521, O63 1.438, H67 1.091, H68 1.093
63 O 2.545 -4.876 -5.640  C62 1.438, H69 0.959
64 H 1.916 -4.206 -3.192  C61 1.093
65 H 2.579 -5.808 -3.054  C61 1.089
66 H 0.828 -5.433 -2.778  C61 1.090
67 H 0.528 -5.033 -5.235  C62 1.091
68 H 1.468 -6.530 -5.126  C62 1.093
69 H 2.122 -4.310 -6.289  O63 0.959
70 C -2.629 -5.062 0.123  C71 1.517, H73 1.092, H74 1.092, H75 1.091
71 C -3.759 -4.256 0.735  C70 1.517, O72 1.430, H76 1.094, H77 1.092
72 O -4.071 -3.105 -0.054  C71 1.430, H78 0.977
73 H -2.487 -5.977 0.702  C70 1.092
74 H -1.691 -4.502 0.117  C70 1.092
75 H -2.796 -5.286 -0.933  C70 1.091
76 H -3.537 -3.961 1.764  C71 1.094
77 H -4.680 -4.838 0.796  C71 1.092
78 H -3.333 -2.474 0.057  O72 0.977
79 C 3.851 4.804 1.506  C80 1.517, H82 1.088, H83 1.091, H84 1.091
80 C 3.709 4.444 2.973  C79 1.517, O81 1.432, H85 1.096, H86 1.093
81 O 5.030 4.294 3.505  C80 1.432, H87 0.961
82 H 4.589 4.193 0.989  C79 1.088
83 H 4.159 5.843 1.382  C79 1.091
84 H 2.870 4.697 1.040  C79 1.091
85 H 3.222 3.473 3.114  C80 1.096
86 H 3.082 5.149 3.526  C80 1.093
87 H 4.977 4.130 4.450  O81 0.961
88 C 3.478 -2.052 1.215  C89 1.508, H91 1.096, H92 1.092, H93 1.090
89 C 4.107 -1.657 2.528  C88 1.508, O90 1.415, H94 1.091, H95 1.093
90 O 4.803 -2.747 3.103  C89 1.415, H96 0.961
91 H 4.205 -2.442 0.494  C88 1.096
92 H 3.050 -1.238 0.624  C88 1.092
93 H 2.716 -2.827 1.300  C88 1.090
94 H 3.337 -1.411 3.261  C89 1.091
95 H 4.767 -0.788 2.465  C89 1.093
96 H 5.536 -2.990 2.531  O90 0.961
97 C 1.258 1.300 -4.016  C98 1.502, H100 1.089, H101 1.093, H102 1.091
98 C 2.232 1.484 -5.144  C97 1.502, O99 1.430, H103 1.093, H104 1.093
99 O 3.573 1.416 -4.652  C98 1.430, H105 0.962
100 H 1.288 0.315 -3.551  C97 1.089
101 H 0.233 1.382 -4.386  C97 1.093
102 H 1.367 2.071 -3.252  C97 1.091
103 H 2.034 2.441 -5.634  C98 1.093
104 H 2.143 0.669 -5.868  C98 1.093
105 H 4.126 1.399 -5.439  O99 0.962
106 C -0.614 4.602 3.075  C107 1.505, H109 1.091, H110 1.093, H111 1.090
107 C -0.877 4.189 4.498  C106 1.505, O108 1.423, H112 1.094, H113 1.095
108 O -2.116 4.734 4.937  C107 1.423, H114 0.961
109 H -1.293 4.109 2.378  C106 1.091
110 H 0.377 4.243 2.788  C106 1.093
111 H -0.709 5.677 2.919  C106 1.090
112 H -0.114 4.489 5.222  C107 1.094
113 H -0.937 3.096 4.512  C107 1.095
114 H -2.371 4.207 5.699  O108 0.961
115 C -4.096 2.506 2.597  C116 1.511, H118 1.091, H119 1.091, H120 1.090
116 C -3.061 1.454 2.273  C115 1.511, O117 1.418, H121 1.093, H122 1.098
117 O -3.684 0.309 1.714  C116 1.418, H123 0.969
118 H -3.559 3.374 2.981  C115 1.091
119 H -4.771 2.085 3.344  C115 1.091
120 H -4.654 2.739 1.689  C115 1.090
121 H -2.468 1.181 3.149  C116 1.093
122 H -2.407 1.892 1.508  C116 1.098
123 H -3.030 -0.158 1.173  O117 0.969
124 C 4.901 1.031 0.016  C125 1.522, H127 1.089, H128 1.092, H129 1.091
125 C 4.224 1.324 -1.315  C124 1.522, O126 1.422, H130 1.095, H131 1.093
126 O 5.248 1.517 -2.284  C125 1.422, H132 0.966
127 H 4.178 0.772 0.789  C124 1.089
128 H 5.443 1.886 0.427  C124 1.092
129 H 5.663 0.264 -0.127  C124 1.091
130 H 3.631 2.237 -1.200  C125 1.095
131 H 3.553 0.514 -1.614  C125 1.093
132 H 4.828 1.574 -3.152  O126 0.966